10
Properties=species:S:1:pos:R:3:forces:R:3:nbo_charge:R:1 method="wB97M-V/def2-TZVPD" de_lowest_kj_mol=107.44 total_charge=0 homo_lumo_gap_ev=7.59 smiles="CP=S.N" energy_ev=-22747.6655
C -0.582489 -1.411655 -0.186199 -2.25 -0.67 -1.19 -1.009
P -1.563491 0.038485 0.546727 0.04 -0.62 -0.42 0.667
S -3.403268 -0.285173 0.028431 0.65 0.16 0.19 -0.403
H 0.287678 -1.096327 -0.804309 -0.60 -0.14 0.60 0.257
H -0.279963 -2.070627 0.658292 -0.06 0.37 -0.60 0.240
H -1.424247 -1.955219 -0.850491 2.24 0.92 1.43 0.243
N 1.533925 1.487390 0.063549 -0.69 3.10 -3.59 -1.067
H 1.092548 2.159053 0.700516 0.25 -0.15 -0.47 0.365
H 2.240746 1.074936 0.551634 2.31 -1.62 1.87 0.348
H 2.098559 2.059139 -0.708150 -1.90 -1.35 2.18 0.360